DFT (wB97M-V/def2-TZVPD) results for a 3-piece molecular cluster, C17H17Cl4N3 overall at a distorted geometry.

Summary:
Total energy in eV: -72456.376
Highest occupied orbital energy in hartree: -0.298
SMILES: c1cncc(-c2cccc3nccnc23)c1.ClCCCl.ClCCCl
Kohn-Sham gap in Eh: 0.2633
Multiplicity: 1

Each line ends with the Löwdin charge.
CARTESIAN COORDINATES (ANGSTROEM)
C  -0.52  -1.17  -0.83  -0.09
C  0.09  -0.18  -1.82  -0.33
N  -0.42  1.02  -2.40  0.04
C  -1.75  1.17  -1.91  -0.10
C  -2.58  0.31  -0.96  -0.15
C  -4.09  0.72  -0.63  -0.07
C  -4.41  2.20  -0.21  -0.01
C  -5.89  2.63  0.11  -0.06
C  -6.99  1.55  0.01  -0.02
C  -6.72  0.03  -0.38  -0.18
N  -7.87  -0.84  -0.39  0.06
C  -7.44  -2.15  -0.76  -0.09
C  -5.99  -2.58  -1.14  -0.07
N  -4.88  -1.69  -1.13  0.07
C  -5.26  -0.36  -0.71  -0.13
C  -1.96  -0.96  -0.32  0.01
H  0.09  -2.07  -0.46  0.09
H  1.16  -0.44  -2.18  0.04
H  -2.29  2.11  -2.31  0.11
H  -3.61  3.01  -0.13  0.10
H  -6.19  3.70  0.42  0.10
H  -8.07  1.87  0.23  0.10
H  -8.25  -2.97  -0.78  0.11
H  -5.81  -3.68  -1.42  0.10
H  -2.52  -1.63  0.41  0.10
Cl  2.05  0.28  -0.39  0.71
C  3.78  0.34  0.03  -0.61
C  4.11  -0.50  1.25  -0.69
Cl  3.41  0.20  2.74  0.54
H  4.06  1.38  0.17  0.07
H  4.33  -0.04  -0.83  0.07
H  5.19  -0.54  1.40  -0.04
H  3.73  -1.52  1.15  0.07
Cl  7.37  -0.81  0.70  0.61
C  8.94  -0.03  1.01  -0.64
C  9.18  0.18  2.49  -0.66
Cl  8.09  1.40  3.19  0.54
H  8.96  0.92  0.47  0.07
H  9.71  -0.68  0.60  0.07
H  10.20  0.54  2.65  0.07
H  9.06  -0.75  3.06  0.07